{
  "formula": "C25H15Cl2CoN5O6Se",
  "method": "ωB97M-V/def2-TZVPD",
  "total_charge": -2,
  "e_lumo_ev": [4.37, 4.37],
  "energy_ha": -6391.53913,
  "de_lowest_kj_mol": 152.7,
  "spin_multiplicity": 2,
  "symbols": ["Co", "Cl", "C", "C", "C", "N", "C", "O", "C", "C", "C", "C", "C", "N", "C", "C", "C", "Cl", "N", "C", "O", "C", "C", "C", "C", "C", "N", "H", "H", "H", "H", "H", "H", "H", "H", "H", "H", "N", "C", "C", "C", "C", "C", "C", "C", "H", "H", "H", "H", "H", "O", "Se", "O", "O", "O"],
  "positions_angstrom": [[-0.1674, -0.6246, -0.6533], [-4.2449, 1.2073, -5.8564], [-3.4656, 1.2187, -4.2894], [-2.3527, 0.4108, -4.0952], [-1.7077, 0.3937, -2.8662], [-0.6336, -0.4295, -2.5413], [0.0705, -1.1516, -3.4178], [0.0205, -1.2050, -4.6543], [1.0427, -2.0566, -2.6784], [1.9235, -2.9470, -3.2611], [2.7049, -3.7342, -2.4216], [2.5712, -3.6423, -1.0409], [1.6511, -2.7413, -0.5225], [0.9563, -1.9674, -1.3513], [-2.1576, 1.2230, -1.8009], [-3.2842, 2.0155, -2.0249], [-3.9285, 2.0075, -3.2556], [-5.3341, 3.0303, -3.4627], [-1.3966, 1.1820, -0.6327], [-1.4917, 2.1755, 0.2521], [-2.3048, 3.1144, 0.3020], [-0.4263, 2.1545, 1.3331], [-0.6780, 2.7735, 2.5553], [0.3052, 2.7454, 3.5240], [1.5059, 2.1039, 3.2424], [1.6588, 1.5203, 1.9971], [0.7222, 1.5567, 1.0557], [-1.9824, -0.2047, -4.8993], [1.9698, -3.0012, -4.3398], [3.4135, -4.4368, -2.8446], [3.1545, -4.2608, -0.3717], [0.4054, -3.3066, 1.0352], [-3.6487, 2.6472, -1.2327], [-1.6388, 3.2440, 2.7070], [0.1383, 3.2019, 4.4931], [2.2965, 2.0358, 3.9795], [2.5580, 0.9664, 1.7495], [0.6738, -1.1933, 1.0189], [1.2060, -2.5587, 0.9054], [2.2651, -2.8502, 1.9429], [1.9945, -3.7178, 2.9925], [2.9499, -3.9548, 3.9758], [4.1845, -3.3258, 3.9155], [4.4574, -2.4459, 2.8716], [3.4999, -2.2069, 1.8988], [1.0126, -4.1763, 3.0434], [2.7235, -4.6248, 4.7972], [4.9293, -3.5103, 4.6810], [5.4148, -1.9393, 2.8262], [3.6944, -1.5045, 1.0952], [-1.8961, -1.8106, 0.1527], [-1.7615, -2.0318, 1.7674], [-2.8614, -1.2900, 2.6789], [-0.2174, -1.1982, 2.1485], [-1.5091, -3.5893, 2.1574]],
  "atomic_forces_ev_per_a": [[-0.499, 0.320, -0.158], [0.011, 0.000, 0.027], [-0.024, 0.029, 0.010], [0.022, -0.006, -0.036], [0.040, -0.038, 0.057], [0.195, -0.072, -0.097], [-0.083, -0.051, 0.010], [0.004, 0.007, 0.020], [-0.040, 0.086, 0.058], [-0.004, 0.000, -0.028], [-0.031, 0.026, 0.050], [0.043, -0.050, -0.048], [-0.094, 0.100, 0.072], [-0.059, 0.061, 0.055], [0.019, 0.014, 0.018], [-0.054, 0.027, 0.006], [0.003, -0.017, -0.038], [0.020, -0.015, 0.000], [0.261, -0.321, 0.006], [-0.004, -0.007, 0.183], [0.038, 0.025, -0.010], [-0.049, -0.151, -0.149], [-0.021, -0.007, 0.060], [-0.026, 0.006, -0.023], [-0.001, -0.025, 0.027], [-0.048, 0.001, 0.037], [0.230, 0.197, -0.051], [0.014, -0.009, 0.004], [0.015, -0.013, 0.006], [0.001, -0.002, -0.002], [0.003, -0.004, -0.010], [0.072, -0.015, -0.021], [0.003, -0.015, -0.024], [0.005, 0.002, 0.006], [-0.004, -0.003, 0.003], [0.001, -0.002, -0.003], [0.023, 0.031, -0.008], [0.047, -0.027, -0.018], [0.053, -0.058, -0.078], [0.018, 0.024, -0.034], [-0.020, -0.022, 0.040], [0.007, 0.017, -0.013], [-0.006, 0.003, -0.025], [-0.015, -0.005, 0.011], [0.017, -0.015, 0.002], [0.001, 0.000, -0.006], [-0.006, 0.000, -0.002], [0.001, 0.006, 0.004], [0.002, -0.003, -0.004], [0.004, 0.001, 0.007], [-0.039, -0.117, 0.012], [0.071, 0.115, 0.070], [0.020, -0.036, -0.058], [-0.079, 0.022, 0.089], [-0.064, -0.015, -0.008]],
  "mulliken_charge": [-0.51, -0.27, 0.14, -0.59, 0.49, 0.27, 0.22, -0.86, 0.25, -0.44, -0.43, -0.75, -0.45, 0.13, -0.54, -0.56, 0.12, -0.27, 0.00, 0.14, -0.82, 0.45, -0.63, -0.26, -0.64, -0.10, -0.13, 0.57, 0.49, 0.41, 0.51, 0.54, 0.62, 0.39, 0.37, 0.38, 0.30, -0.22, 1.25, 0.03, -0.46, -0.71, -0.31, -0.97, -0.05, 0.47, 0.39, 0.36, 0.35, 0.47, -0.50, 1.14, -0.73, -0.32, -0.70]
}